Entry 1:
Formula: C2H9NO2
Source: OMol25
Level of theory: ωB97M-V with the def2-TZVPD basis set

Positions of all 14 atoms, in Å:
C (-1.63, 0.94, -0.21)
O (-1.71, 2.36, -0.12)
C (-0.24, 0.50, -0.63)
N (-0.04, -0.89, -0.27)
H (-1.88, 0.49, 0.76)
H (-2.34, 0.53, -0.93)
H (-2.62, 2.60, -0.32)
H (-0.15, 0.62, -1.71)
H (0.50, 1.17, -0.19)
H (-0.17, -0.99, 0.74)
H (0.86, -1.25, -0.56)
H (3.35, -1.32, 1.41)
H (2.58, -2.53, 0.95)
O (3.50, -2.22, 1.07)

For the largest force on an atom, the calculation gives 0.02247 Eh/bohr. The multiplicity is 2. The energy is -286.7713 a.u. As for the expectation value of S²: 0.75. As for the charge: -1. For the HOMO energy (spin up / spin down), the calculation gives 1.07 / -5.30 eV.

Here is what natural (NBO) gives for the atomic charges, in e: C -0.096; O -0.736; C -0.385; N -1.020; H 0.151; H 0.148; H 0.456; H 0.167; H 0.156; H 0.285; H 0.337; H 0.343; H 0.364; O -1.171

***

Entry 2:
Formula: C25H51AsF3N5O4PS2Ti
Source: OMol25
Level of theory: ωB97M-V with the def2-TZVPD basis set

Positions of all 93 atoms, in Å:
Ti (-1.43, 0.06, -1.00)
F (-4.68, -0.19, -3.61)
C (-3.61, -0.89, -3.30)
F (-3.45, -1.90, -4.11)
F (-2.51, -0.07, -3.40)
S (-3.60, -1.40, -1.53)
O (-4.62, -2.32, -1.26)
O (-3.58, -0.08, -0.85)
O (-2.17, -1.85, -1.43)
C (-2.84, 3.34, -3.30)
N (-2.43, 4.00, -2.07)
C (-2.96, 5.36, -1.92)
P (-1.45, 3.37, -0.93)
O (-1.21, 1.89, -1.35)
N (-2.16, 3.58, 0.51)
C (-1.45, 3.64, 1.79)
C (-3.61, 3.43, 0.66)
N (0.05, 4.04, -0.79)
C (0.18, 5.44, -0.37)
C (1.08, 3.65, -1.75)
H (-2.61, 3.98, -4.15)
H (-3.91, 3.14, -3.29)
H (-2.31, 2.40, -3.43)
H (-2.58, 6.00, -2.72)
H (-2.67, 5.79, -0.96)
H (-4.05, 5.34, -1.97)
H (-0.37, 3.67, 1.63)
H (-1.69, 2.77, 2.40)
H (-1.75, 4.53, 2.34)
H (-4.10, 3.43, -0.30)
H (-4.00, 4.25, 1.26)
H (-3.84, 2.49, 1.17)
H (-0.60, 5.71, 0.33)
H (0.14, 6.11, -1.23)
H (1.14, 5.56, 0.12)
H (1.01, 2.59, -1.98)
H (2.06, 3.84, -1.31)
H (1.01, 4.22, -2.68)
C (2.40, 1.47, 5.66)
C (2.49, 0.78, 4.31)
C (1.58, 1.45, 3.27)
C (1.71, 0.85, 1.88)
N (1.37, -0.57, 1.84)
C (0.15, -1.09, 1.74)
S (-1.26, -0.12, 1.38)
N (-0.02, -2.38, 1.97)
C (-1.28, -3.13, 1.87)
C (-1.08, -4.56, 2.34)
C (-0.97, -4.76, 3.85)
C (0.26, -4.13, 4.51)
H (3.04, 0.97, 6.39)
H (1.38, 1.45, 6.05)
H (2.72, 2.51, 5.59)
H (2.21, -0.27, 4.42)
H (3.52, 0.80, 3.95)
H (1.84, 2.51, 3.20)
H (0.54, 1.39, 3.59)
H (2.74, 0.93, 1.52)
H (1.07, 1.37, 1.16)
H (2.09, -1.19, 2.20)
H (0.78, -2.92, 2.28)
H (-1.61, -3.11, 0.83)
H (-2.04, -2.62, 2.48)
H (-0.21, -4.99, 1.84)
H (-1.94, -5.13, 1.98)
H (-0.95, -5.83, 4.05)
H (-1.87, -4.38, 4.33)
H (1.18, -4.43, 4.00)
H (0.35, -4.45, 5.54)
H (0.21, -3.03, 4.52)
C (2.52, -0.05, -1.94)
As (0.83, -1.00, -1.97)
C (0.61, -1.37, -3.85)
C (1.23, -2.78, -1.22)
C (2.30, -3.51, -1.98)
C (1.96, -4.34, -3.04)
C (2.95, -5.00, -3.76)
C (4.28, -4.84, -3.42)
C (4.63, -4.02, -2.35)
C (3.64, -3.36, -1.64)
H (3.31, -0.74, -2.23)
H (2.71, 0.35, -0.95)
H (2.47, 0.76, -2.67)
H (1.49, -1.87, -4.24)
H (0.45, -0.43, -4.38)
H (-0.26, -2.01, -4.00)
H (0.28, -3.32, -1.23)
H (1.52, -2.61, -0.19)
H (0.92, -4.49, -3.30)
H (2.68, -5.66, -4.58)
H (5.05, -5.36, -3.97)
H (5.67, -3.90, -2.07)
H (3.91, -2.73, -0.80)

For the largest force on an atom, the calculation gives 0.00597 Eh/bohr. The multiplicity is 2. The energy is -6080.2247 a.u. As for the expectation value of S²: 0.75. As for the charge: +2. For the HOMO energy (spin up / spin down), the calculation gives -13.53 / -13.54 eV.

Here is what Löwdin gives for the atomic charges, in e: Ti 0.675; F 0.205; C -0.645; F 0.204; F 0.062; S 0.593; O -0.153; O -0.357; O -0.424; C -0.059; N -0.295; C -0.073; P 0.610; O -0.419; N -0.285; C -0.084; C -0.056; N -0.295; C -0.080; C -0.074; H 0.099; H 0.101; H 0.058; H 0.099; H 0.078; H 0.099; H 0.071; H 0.069; H 0.102; H 0.082; H 0.103; H 0.095; H 0.075; H 0.098; H 0.099; H 0.051; H 0.098; H 0.100; C -0.097; C -0.268; C -0.206; C -0.204; N 0.037; C -0.689; S 0.759; N 0.033; C -0.184; C -0.189; C -0.242; C -0.108; H 0.080; H 0.080; H 0.080; H 0.100; H 0.117; H 0.124; H 0.110; H 0.126; H 0.085; H 0.155; H 0.135; H 0.101; H 0.119; H 0.121; H 0.124; H 0.115; H 0.116; H 0.077; H 0.083; H 0.061; C -0.247; As 1.147; C -0.250; C -0.299; C -0.321; C -0.060; C -0.058; C -0.063; C -0.063; C -0.069; H 0.036; H 0.015; H 0.034; H 0.045; H 0.041; H 0.037; H 0.080; H 0.050; H 0.117; H 0.114; H 0.114; H 0.112; H 0.110

***

Entry 3:
Formula: C4H8O3
Source: OMol25
Level of theory: ωB97M-V with the def2-TZVPD basis set

Positions of all 15 atoms, in Å:
C (-0.54, -1.77, -1.15)
C (-0.71, -0.59, 0.13)
O (-0.24, -0.74, 1.45)
C (0.17, 0.38, -0.56)
O (0.38, 1.85, 0.05)
C (0.88, 2.20, 1.23)
O (1.12, 1.46, 2.17)
H (0.37, -2.39, -1.18)
H (-0.61, -1.39, -2.20)
H (-1.38, -2.44, -1.06)
H (-1.79, -0.38, 0.17)
H (0.36, 0.05, 1.73)
H (-0.22, 0.62, -1.54)
H (1.13, -0.14, -0.59)
H (1.07, 3.28, 1.36)

For the largest force on an atom, the calculation gives 0.03828 Eh/bohr. The energy is -382.8678 a.u. As for the charge: 0. For the HOMO energy, the calculation gives -10.15 eV. The SMILES is C[C@@H](O)COC=O.

Here is what natural (NBO) gives for the atomic charges, in e: C -0.657; C 0.104; O -0.752; C -0.090; O -0.548; C 0.668; O -0.614; H 0.220; H 0.214; H 0.221; H 0.175; H 0.501; H 0.213; H 0.207; H 0.139

***

Entry 4:
Formula: CH2N4O3
Source: OMol25
Level of theory: ωB97M-V with the def2-TZVPD basis set

Positions of all 10 atoms, in Å:
O (-2.21, 0.10, -0.29)
N (-1.42, -1.00, -0.06)
C (-0.20, -0.65, -0.11)
N (0.91, -1.45, 0.30)
N (1.82, -0.74, -0.08)
O (1.50, 0.32, -0.89)
N (0.27, 0.61, -0.48)
O (0.49, 1.33, 0.62)
H (-1.79, 0.91, -0.47)
H (0.63, 0.56, 1.46)

For the largest force on an atom, the calculation gives 0.12784 Eh/bohr. The energy is -483.7510 a.u. As for the charge: 0. For the HOMO energy, the calculation gives -10.87 eV. The SMILES is O/N=c1/nnon1O.

Here is what natural (NBO) gives for the atomic charges, in e: O -0.527; N 0.007; C 0.278; N -0.154; N 0.134; O -0.184; N 0.041; O -0.517; H 0.474; H 0.448

***

Among the records above, which one has the lowest energy?
C25H51AsF3N5O4PS2Ti